ORCA calculation (the ωB97M-V functional and the def2-TZVPD basis) on a molecular structure, C4H8O2.

* DFT total energy: -8369.400 eV
* relative energy (zero: lowest compared OMol25 entry of this formula, charge and spin): 374.57 kJ/mol
* HOMO: -8.9 eV
* charge: 0
* frontier orbital gap: 9.67 eV
* multiplicity: 1

The geometry in XYZ format:
```
14
Properties=species:S:1:pos:R:3:forces:R:3
O 1.553 1.109 0.749 0.19 0.12 0.04
C 1.286 -0.056 -0.025 -0.15 -0.42 -0.21
C -0.145 -0.119 -0.420 0.01 0.02 0.01
C -0.981 0.525 -1.500 0.16 0.28 -0.29
O -2.113 -0.281 -1.040 -0.03 -0.02 -0.02
C -1.250 -0.800 -0.101 0.09 -0.18 0.29
H 2.506 1.148 0.911 -0.29 0.01 -0.03
H 1.536 -0.965 0.541 -0.03 0.13 -0.05
H 1.899 -0.057 -0.941 -0.05 0.01 0.18
H -0.202 -0.153 2.376 -0.05 -0.07 0.15
H -1.210 1.591 -1.410 0.05 -0.16 0.02
H -0.713 0.264 -2.528 -0.11 0.04 0.10
H -0.572 -0.667 2.769 0.10 0.08 0.04
H -1.592 -1.539 0.620 0.11 0.16 -0.22
```
Forces are in eV/Å.

For each atom in turn, the natural (NBO) charge in e is: -0.718 -0.095 -0.176 -0.076 -0.498 0.164 0.468 0.177 0.173 0.016 0.198 0.189 -0.020 0.198

---

ORCA calculation (the ωB97M-V functional and the def2-TZVPD basis) on a single C4H8O2 molecule.

* DFT total energy: -8365.836 eV
* relative energy (zero: lowest compared OMol25 entry of this formula, charge and spin): 718.39 kJ/mol
* HOMO: -8.3 eV
* charge: 0
* frontier orbital gap: 5.21 eV
* multiplicity: 1

The geometry in XYZ format:
```
14
Properties=species:S:1:pos:R:3:forces:R:3
O 0.372 1.814 1.263 1.68 -2.63 -2.36
C 0.523 0.273 1.387 0.13 3.59 2.37
C 1.012 -0.505 0.291 -2.42 -0.32 -2.31
C 0.194 -0.446 -1.026 3.59 -0.88 0.30
C -1.350 -0.197 -0.964 -2.95 0.79 -1.55
O -1.880 -0.391 -2.234 1.93 -0.02 3.67
H 1.234 0.305 2.221 -0.44 -1.00 0.19
H -0.512 0.021 1.698 0.37 -0.62 -0.11
H 1.683 -1.319 0.672 -0.88 0.32 -1.05
H 0.156 -1.454 -1.481 1.01 0.23 -0.17
H 0.632 0.231 -1.797 -0.46 -0.13 0.69
H -1.530 -0.921 -0.176 -1.00 -1.11 0.01
H -1.662 0.733 -0.464 0.64 0.52 -0.51
H 1.126 1.857 0.608 -1.19 1.26 0.84
```
Forces are in eV/Å.

For each atom in turn, the natural (NBO) charge in e is: -0.686 -0.239 0.089 -0.519 -0.047 -0.592 0.215 0.260 0.224 0.258 0.287 0.127 0.166 0.457

---

ORCA calculation (the ωB97M-V functional and the def2-TZVPD basis) on a single C4H8O2 molecule.

* DFT total energy: -8371.088 eV
* relative energy (zero: lowest compared OMol25 entry of this formula, charge and spin): 211.65 kJ/mol
* HOMO: -9.9 eV
* charge: 0
* SMILES: CCOCC=O
* frontier orbital gap: 10.77 eV
* multiplicity: 1

The geometry in XYZ format:
```
14
Properties=species:S:1:pos:R:3:forces:R:3
C 1.631 0.866 0.239 0.17 0.10 0.15
C 0.844 -0.373 -0.108 0.35 0.10 -0.22
O -0.031 -0.845 0.915 -0.01 -0.03 -0.23
C -1.360 -0.408 0.706 -0.29 0.20 -0.06
C -1.556 -0.331 -0.803 -0.32 0.25 -0.13
O -1.764 0.681 -1.429 -0.51 -0.57 0.31
H 0.940 1.680 0.491 0.16 -0.13 0.00
H 2.333 0.727 1.059 0.02 -0.02 0.05
H 2.178 1.161 -0.664 0.04 0.05 0.24
H 1.436 -1.231 -0.440 0.25 0.21 0.24
H -1.564 0.565 1.166 0.08 0.00 -0.09
H -2.035 -1.154 1.141 0.09 0.08 -0.05
H -1.331 -1.302 -1.300 -0.39 0.14 -0.08
H 0.279 -0.036 -0.974 0.35 -0.39 -0.10
```
Forces are in eV/Å.

For each atom in turn, the natural (NBO) charge in e is: -0.631 -0.076 -0.520 -0.162 0.398 -0.515 0.212 0.213 0.215 0.186 0.182 0.202 0.117 0.179

---

ORCA calculation (the ωB97M-V functional and the def2-TZVPD basis) on a single C4H8O2 molecule.

* DFT total energy: -8370.899 eV
* relative energy (zero: lowest compared OMol25 entry of this formula, charge and spin): 229.94 kJ/mol
* HOMO: -9.4 eV
* charge: 0
* SMILES: CO[C@H]1C[C@H]1O
* frontier orbital gap: 10.44 eV
* multiplicity: 1

The geometry in XYZ format:
```
14
Properties=species:S:1:pos:R:3:forces:R:3
C 1.624 -0.576 -1.092 0.23 -0.12 -0.05
O 0.460 0.201 -0.904 -0.07 0.03 -0.06
C -0.479 -0.402 -0.068 -0.09 -0.12 -0.03
C -0.407 -0.038 1.397 0.05 0.01 0.16
C -1.451 0.578 0.493 -0.17 -0.27 0.12
O -1.352 1.907 0.096 0.17 0.04 -0.10
H 1.472 -1.320 -1.885 0.00 0.06 0.13
H 1.903 -1.093 -0.166 0.01 0.09 -0.07
H 2.434 0.095 -1.387 -0.12 -0.08 0.02
H -0.803 -1.398 -0.379 0.03 0.19 0.05
H 0.430 0.601 1.674 -0.19 -0.07 -0.08
H -0.714 -0.755 2.155 0.02 0.09 -0.19
H -2.484 0.258 0.617 0.21 0.07 0.01
H -0.632 1.942 -0.551 -0.10 0.09 0.08
```
Forces are in eV/Å.

For each atom in turn, the natural (NBO) charge in e is: -0.246 -0.546 0.051 -0.492 0.084 -0.697 0.172 0.176 0.193 0.185 0.230 0.220 0.185 0.485

---

ORCA calculation (the ωB97M-V functional and the def2-TZVPD basis) on 2 unconnected molecules or ions with the total composition C4H8O2.

* DFT total energy: -8371.641 eV
* relative energy (zero: lowest compared OMol25 entry of this formula, charge and spin): 158.31 kJ/mol
* HOMO: -9.8 eV
* charge: 0
* SMILES: CC(C)=O.C=O
* frontier orbital gap: 10.71 eV
* multiplicity: 1

The geometry in XYZ format:
```
14
Properties=species:S:1:pos:R:3:forces:R:3
C 0.543 1.984 -0.201 0.00 0.10 0.00
C 0.448 0.482 -0.275 0.17 -0.04 0.10
C -0.712 -0.124 -1.009 -0.03 -0.03 -0.08
O -1.230 -1.921 1.057 0.48 -0.31 0.33
C -0.051 -2.084 1.267 -0.28 -0.14 0.08
O 1.254 -0.204 0.329 -0.16 0.27 -0.35
H -0.308 2.490 -0.662 0.11 -0.06 0.06
H 0.632 2.273 0.849 0.02 0.02 -0.13
H 1.463 2.285 -0.709 -0.08 0.04 0.04
H -1.473 -0.210 -0.224 -0.15 -0.06 -0.28
H -1.122 0.492 -1.810 0.23 0.07 0.05
H -0.489 -1.135 -1.362 -0.06 0.24 0.10
H 0.432 -1.716 2.190 -0.05 -0.08 -0.07
H 0.613 -2.614 0.560 -0.19 -0.03 0.13
```
Forces are in eV/Å.

For each atom in turn, the natural (NBO) charge in e is: -0.722 0.616 -0.734 -0.561 0.297 -0.577 0.217 0.243 0.245 0.275 0.222 0.239 0.119 0.119

---

ORCA calculation (the ωB97M-V functional and the def2-TZVPD basis) on a single C4H8O2 molecule.

* DFT total energy: -8368.534 eV
* relative energy (zero: lowest compared OMol25 entry of this formula, charge and spin): 458.06 kJ/mol
* HOMO: -8.3 eV
* charge: 0
* frontier orbital gap: 9.05 eV
* multiplicity: 1

The geometry in XYZ format:
```
14
Properties=species:S:1:pos:R:3:forces:R:3
C -2.406 0.273 -0.149 -0.29 0.17 -0.03
O -1.319 -0.617 -0.164 0.07 -0.08 0.02
C -0.234 -0.119 0.575 0.14 0.05 0.13
C 0.717 -1.291 0.847 0.23 0.28 -0.16
C 2.360 -0.078 -0.510 0.06 0.20 -0.15
O 1.926 -1.132 0.390 -0.33 -0.22 0.16
H -2.858 0.332 0.852 0.07 -0.01 -0.13
H -2.104 1.289 -0.453 -0.03 -0.16 0.01
H -3.147 -0.102 -0.858 0.09 0.05 0.12
H -0.550 0.180 1.592 0.03 -0.02 -0.10
H 0.166 0.787 0.085 -0.02 -0.20 0.02
H 1.741 -0.100 -1.409 0.10 0.06 0.10
H 2.317 0.905 -0.040 0.03 -0.16 -0.01
H 3.391 -0.327 -0.759 -0.15 0.03 0.04
```
Forces are in eV/Å.

For each atom in turn, the natural (NBO) charge in e is: -0.246 -0.526 -0.237 0.314 -0.292 -0.474 0.169 0.161 0.196 0.191 0.150 0.197 0.190 0.206

---

ORCA calculation (the ωB97M-V functional and the def2-TZVPD basis) on 2 unconnected molecules or ions with the total composition C4H8O2.

* DFT total energy: -8371.003 eV
* relative energy (zero: lowest compared OMol25 entry of this formula, charge and spin): 219.88 kJ/mol
* HOMO: -9.4 eV
* charge: 0
* SMILES: C=CO.CC=O
* frontier orbital gap: 10.23 eV
* multiplicity: 1

The geometry in XYZ format:
```
14
Properties=species:S:1:pos:R:3:forces:R:3
C 0.185 1.637 -1.346 -0.03 0.04 0.03
C 0.731 0.234 -1.241 0.40 0.06 0.12
O 1.599 -0.071 -0.460 -0.26 0.15 -0.48
C 0.377 -1.394 1.723 -0.21 0.01 0.04
C -0.820 -0.879 1.492 0.36 -0.05 0.35
O -1.522 -1.197 0.345 0.02 0.12 -0.20
H 0.896 2.225 -1.938 -0.10 -0.06 0.05
H 0.126 2.094 -0.353 0.02 -0.08 -0.13
H -0.785 1.679 -1.850 0.13 -0.05 0.08
H -1.554 -0.415 -0.221 -0.23 -0.08 0.12
H 0.321 -0.518 -1.947 0.05 0.04 0.07
H 0.932 -1.150 2.622 -0.16 -0.06 -0.03
H 0.842 -2.036 0.984 -0.04 0.06 0.15
H -1.329 -0.210 2.189 0.08 -0.10 -0.16
```
Forces are in eV/Å.

For each atom in turn, the natural (NBO) charge in e is: -0.738 0.419 -0.510 -0.430 0.096 -0.711 0.250 0.241 0.217 0.468 0.113 0.207 0.216 0.163

---

ORCA calculation (the ωB97M-V functional and the def2-TZVPD basis) on 2 unconnected molecules or ions with the total composition C4H8O2.

* DFT total energy: -8368.588 eV
* relative energy (zero: lowest compared OMol25 entry of this formula, charge and spin): 452.92 kJ/mol
* HOMO: -9.9 eV
* charge: 0
* SMILES: C1C[C@H]2O[C@@H]12.O
* frontier orbital gap: 10.87 eV
* multiplicity: 1

The geometry in XYZ format:
```
14
Properties=species:S:1:pos:R:3:forces:R:3
O 1.034 2.054 0.780 -0.13 1.36 0.03
C 0.694 -0.396 0.525 -1.05 -0.07 0.14
C 0.259 -1.287 -0.624 -0.09 -0.49 -0.30
C -0.995 -0.510 -0.920 -0.13 -0.65 -0.45
C -0.951 0.369 0.230 0.79 -0.47 0.02
O -0.787 0.892 -1.082 0.37 -0.20 -0.18
H 0.840 1.943 -0.164 0.25 0.34 0.14
H 1.701 0.036 0.328 -1.44 0.60 0.17
H 0.776 -0.818 1.528 -0.42 -0.34 -0.21
H 0.955 -1.374 -1.458 0.07 -0.13 0.11
H -0.014 -2.262 -0.229 -0.06 -0.31 -0.33
H -1.852 -0.910 -1.439 -0.20 0.02 0.04
H 0.279 1.567 1.139 0.59 0.55 0.31
H -1.903 0.743 0.685 1.45 -0.22 0.52
```
Forces are in eV/Å.

For each atom in turn, the natural (NBO) charge in e is: -0.933 -0.363 -0.460 0.037 -0.022 -0.509 0.471 0.246 0.211 0.212 0.217 0.197 0.466 0.231

---

ORCA calculation (the ωB97M-V functional and the def2-TZVPD basis) on a molecular structure, C4H8O2.

* DFT total energy: -8369.605 eV
* relative energy (zero: lowest compared OMol25 entry of this formula, charge and spin): 354.77 kJ/mol
* HOMO: -8.0 eV
* charge: 0
* frontier orbital gap: 8.88 eV
* multiplicity: 1

The geometry in XYZ format:
```
14
Properties=species:S:1:pos:R:3:forces:R:3
C -2.247 -0.292 0.081 -0.10 -0.04 -0.10
C -1.053 0.548 0.536 0.08 -0.11 0.30
C 0.218 0.204 0.002 -0.09 0.11 0.06
O 0.300 0.538 -1.247 -0.06 -0.04 0.07
O 1.257 -0.255 0.652 -0.22 0.04 -0.01
C 2.513 -0.276 -0.043 0.22 -0.01 -0.10
H -3.173 0.287 0.157 0.14 -0.08 -0.01
H -2.145 -0.604 -0.965 -0.02 0.06 0.16
H -2.376 -1.200 0.686 0.03 0.13 -0.07
H -0.691 1.123 -0.855 0.09 0.00 -0.19
H -1.067 0.788 1.601 0.02 -0.05 -0.15
H 3.283 -0.271 0.729 -0.10 -0.01 -0.11
H 2.582 -1.188 -0.640 0.00 0.14 0.06
H 2.599 0.597 -0.694 0.01 -0.12 0.10
```
Forces are in eV/Å.

For each atom in turn, the natural (NBO) charge in e is: -0.599 -0.642 0.750 -0.693 -0.457 -0.265 0.210 0.208 0.192 0.476 0.220 0.199 0.194 0.208

---

ORCA calculation (the ωB97M-V functional and the def2-TZVPD basis) on a single C4H8O2 molecule.

* DFT total energy: -8372.098 eV
* relative energy (zero: lowest compared OMol25 entry of this formula, charge and spin): 114.20 kJ/mol
* HOMO: -9.7 eV
* charge: 0
* SMILES: O=CCCCO
* frontier orbital gap: 10.58 eV
* multiplicity: 1

The geometry in XYZ format:
```
14
Properties=species:S:1:pos:R:3:forces:R:3
O -1.697 0.784 0.139 -0.23 0.17 -0.11
C -0.381 1.227 0.435 0.43 0.10 0.09
C 0.414 0.036 0.946 0.05 0.03 0.07
C 0.322 -1.187 0.027 -0.03 -0.03 0.01
C 0.560 -0.883 -1.432 0.30 0.32 -0.16
O 1.352 -0.061 -1.836 -0.40 -0.40 0.24
H -2.184 1.529 -0.232 0.02 -0.18 0.05
H -0.389 2.016 1.202 -0.04 -0.14 -0.11
H 0.108 1.631 -0.463 -0.13 -0.04 0.13
H 0.038 -0.253 1.934 0.07 0.04 -0.11
H 1.457 0.343 1.068 -0.12 -0.01 -0.04
H 1.081 -1.926 0.320 -0.12 0.06 -0.05
H -0.651 -1.676 0.127 0.09 0.08 -0.04
H -0.044 -1.472 -2.153 0.10 0.01 0.03
```
Forces are in eV/Å.

For each atom in turn, the natural (NBO) charge in e is: -0.734 -0.071 -0.411 -0.518 0.450 -0.536 0.473 0.163 0.176 0.212 0.220 0.239 0.227 0.109

---

ORCA calculation (the ωB97M-V functional and the def2-TZVPD basis) on a single C4H8O2 molecule.

* DFT total energy: -8368.597 eV
* relative energy (zero: lowest compared OMol25 entry of this formula, charge and spin): 452.00 kJ/mol
* HOMO: -9.0 eV
* charge: 0
* frontier orbital gap: 9.38 eV
* multiplicity: 1

The geometry in XYZ format:
```
14
Properties=species:S:1:pos:R:3:forces:R:3
C 1.369 -0.522 0.959 0.05 -0.13 0.06
C 0.497 0.548 0.275 -0.17 -0.11 0.06
O 1.302 1.573 -0.274 0.14 -0.04 -0.18
C -0.227 -0.210 -0.770 0.03 -0.02 0.24
C -1.595 -0.611 -0.365 -0.01 -0.17 0.09
O -1.944 0.646 -0.988 -0.03 0.08 -0.18
H 1.967 -1.056 0.212 -0.08 0.07 0.13
H 2.050 -0.010 1.643 -0.10 -0.07 -0.07
H 0.773 -1.249 1.521 0.07 0.12 -0.06
H -0.152 1.029 1.021 0.06 -0.07 -0.11
H 1.529 1.272 -1.166 -0.01 0.12 0.09
H -1.604 0.595 -1.902 -0.25 0.06 0.01
H -1.906 -0.531 0.683 0.14 0.00 -0.13
H -2.060 -1.474 -0.850 0.16 0.16 0.06
```
Forces are in eV/Å.

For each atom in turn, the natural (NBO) charge in e is: -0.630 -0.054 -0.712 0.028 -0.186 -0.620 0.218 0.237 0.209 0.179 0.473 0.502 0.175 0.181

---

ORCA calculation (the ωB97M-V functional and the def2-TZVPD basis) on 2 unconnected molecules or ions with the total composition C4H8O2.

* DFT total energy: -8370.403 eV
* relative energy (zero: lowest compared OMol25 entry of this formula, charge and spin): 277.78 kJ/mol
* HOMO: -10.2 eV
* charge: 0
* SMILES: C=C1C[C@H]1O.O
* frontier orbital gap: 10.91 eV
* multiplicity: 1

The geometry in XYZ format:
```
14
Properties=species:S:1:pos:R:3:forces:R:3
O 2.479 -0.717 1.281 0.03 -0.07 -0.02
C 0.909 0.369 -1.300 -0.14 0.00 0.08
C -0.099 0.361 -0.447 0.20 0.07 -0.10
C -1.085 1.120 0.336 -0.03 0.17 0.01
C -1.105 -0.409 0.282 0.33 0.01 0.07
O -2.060 -1.070 -0.488 -0.28 -0.06 0.06
H 2.638 -1.505 0.751 0.02 0.02 0.10
H 1.303 -0.559 -1.707 -0.07 0.10 0.02
H 1.373 1.297 -1.626 -0.10 -0.10 0.04
H 1.965 -0.150 0.692 0.01 0.00 0.03
H -1.847 1.647 -0.234 0.06 -0.08 0.08
H -0.794 1.589 1.273 -0.03 -0.06 -0.13
H -0.783 -0.922 1.191 -0.06 0.05 -0.16
H -2.895 -1.052 -0.005 0.06 -0.05 -0.07
```
Forces are in eV/Å.

For each atom in turn, the natural (NBO) charge in e is: -0.948 -0.402 -0.009 -0.483 0.049 -0.693 0.464 0.207 0.209 0.477 0.233 0.231 0.191 0.472